Record 1
This record from the OMol25 dataset describes a cluster of 2 separate species, C2H3N2OP in total in a non-equilibrium geometry. The level of theory is ωB97M-V/def2-TZVPD.

XYZ file:
```
9
C2H3N2OP | the OMol25 dataset | ωB97M-V/def2-TZVPD
C 1.651 0.598 -0.305
C -0.229 -0.308 -0.108
N 1.827 -0.465 0.404
N 0.625 -1.050 0.528
O 0.374 0.760 -0.678
P -1.970 -0.664 -0.382
H 2.393 1.319 -0.578
H -2.566 1.086 0.249
H -2.103 -1.276 0.869
```

Values from the calculation:
* ΔE to the lowest compared entry with this formula, charge and spin: 239.0 kJ/mol
* calculated total energy: -604.01076 Eh
* HOMO-LUMO gap: 9.321 eV
* lowest unoccupied orbital energy: -0.4 eV


Record 2
This record from the OMol25 dataset describes the molecule C12H25N5O3 in a non-equilibrium geometry. The level of theory is ωB97M-V/def2-TZVPD.

XYZ file:
```
45
C12H25N5O3 | the OMol25 dataset | ωB97M-V/def2-TZVPD
H 8.394 0.941 1.919
N 7.604 1.423 1.580
C 6.472 0.900 1.738
N 6.463 -0.518 2.223
N 5.141 1.422 1.401
C 4.259 0.303 0.945
C 2.830 1.062 0.692
C 1.674 0.110 0.126
C 0.511 1.114 -0.053
N -0.120 1.600 1.188
C -0.571 0.455 -1.018
O -0.274 -0.310 -1.889
N -1.822 1.038 -0.752
C -2.870 0.389 -1.377
C -4.175 0.996 -1.468
O -4.932 0.698 -2.400
O -4.519 1.806 -0.421
C -3.159 -1.003 -0.919
C -3.643 -1.133 0.606
C -4.117 -1.584 -2.043
C -4.430 -3.138 -1.922
H 7.328 -0.550 2.967
H 5.564 -0.609 2.692
H 5.290 2.329 0.665
H 4.072 -0.286 1.853
H 4.667 -0.203 0.144
H 2.583 1.264 1.685
H 2.838 1.948 0.054
H 2.235 -0.297 -0.706
H 1.386 -0.690 0.910
H 0.868 1.937 -0.659
H 0.017 0.943 1.990
H 0.363 2.387 1.500
H -1.987 1.574 0.153
H -2.769 0.379 -2.425
H -5.594 1.780 -0.055
H -2.260 -1.607 -1.090
H -2.824 -2.084 0.999
H -4.912 -1.363 0.917
H -3.133 -0.058 0.911
H -3.690 -1.431 -3.076
H -5.161 -1.161 -1.995
H -3.627 -3.821 -1.610
H -4.901 -3.614 -2.863
H -5.070 -3.339 -1.118
```

Values from the calculation:
* ΔE to the lowest compared entry with this formula, charge and spin: 695.7 kJ/mol
* calculated total energy: -971.54766 Eh
* HOMO-LUMO gap: 9.675 eV
* lowest unoccupied orbital energy: 0.3 eV


Record 3
This record from the OMol25 dataset describes a structure of composition C29H25Cl5N4S3Tl. The level of theory is ωB97M-V/def2-TZVPD.

XYZ file:
```
67
C29H25Cl5N4S3Tl | the OMol25 dataset | ωB97M-V/def2-TZVPD
Tl 0.976 -0.070 0.905
C 3.821 -0.216 -4.376
C 2.464 0.009 -4.183
C 1.811 -0.507 -3.074
C 2.505 -1.268 -2.129
C 3.877 -1.475 -2.325
C 4.523 -0.960 -3.436
N 1.890 -1.734 -0.968
C 1.602 -2.997 -0.794
C 1.683 -3.976 -1.853
C 1.370 -5.278 -1.638
C 0.973 -5.745 -0.352
C 0.896 -4.871 0.685
C 1.193 -3.490 0.514
N 1.170 -2.601 1.519
N 1.036 -3.061 2.710
C 1.120 -2.117 3.712
C 1.074 -2.585 5.038
C 1.216 -1.688 6.071
C 1.388 -0.334 5.786
C 1.393 0.045 4.457
N 1.265 -0.811 3.454
H 4.326 0.186 -5.245
H 1.909 0.596 -4.905
H 0.759 -0.319 -2.915
H 4.425 -2.046 -1.585
H 5.585 -1.129 -3.568
H 1.963 -3.629 -2.838
H 1.411 -5.981 -2.463
H 0.720 -6.789 -0.217
H 0.586 -5.193 1.669
H 0.933 -3.643 5.209
H 1.198 -2.028 7.100
H 1.507 0.401 6.570
H 1.489 1.091 4.174
C -2.812 3.734 -2.218
C -1.776 2.747 -2.756
S -0.558 2.060 -1.593
C 0.624 3.428 -1.382
C 0.182 4.655 -0.592
S -0.123 4.480 1.195
C -1.690 3.564 1.272
C -2.863 4.243 0.564
S -3.694 3.222 -0.704
H -3.590 3.864 -2.974
H -2.382 4.715 -2.028
H -1.230 3.197 -3.590
H -2.287 1.855 -3.122
H 0.927 3.745 -2.385
H 1.478 2.953 -0.897
H -0.693 5.127 -1.037
H 0.998 5.381 -0.628
H -1.882 3.475 2.340
H -1.519 2.567 0.885
H -2.567 5.172 0.079
H -3.650 4.483 1.279
Cl -1.665 0.291 3.375
C -2.425 -0.096 1.851
C -1.628 -0.578 0.815
C -2.346 -0.937 -0.322
Cl -1.474 -1.586 -1.679
C -3.727 -0.804 -0.454
Cl -4.541 -1.259 -1.911
C -4.464 -0.273 0.599
Cl -6.170 -0.062 0.458
C -3.804 0.083 1.768
Cl -4.705 0.767 3.079
```

Values from the calculation:
* calculated total energy: -5007.15187 Eh
* HOMO-LUMO gap: 6.047 eV
* net charge: -1
* lowest unoccupied orbital energy: 1.9 eV


Record 4
This record from the OMol25 dataset describes the molecule C5H8O2. The level of theory is ωB97M-V/def2-TZVPD.

XYZ file:
```
15
C5H8O2 | the OMol25 dataset | ωB97M-V/def2-TZVPD
C 2.503 0.012 -0.174
C 1.312 -0.174 -0.198
C -0.167 -0.288 -0.173
C -0.628 -1.487 0.647
O -0.677 -0.520 -1.471
C -0.720 1.031 0.429
O -0.857 2.044 -0.540
H 3.561 0.154 -0.139
H -1.713 -1.573 0.527
H -0.386 -1.371 1.706
H -0.164 -2.399 0.264
H -0.301 0.136 -2.068
H -0.061 1.340 1.255
H -1.720 0.861 0.837
H 0.016 2.233 -0.903
```

Values from the calculation:
* ΔE to the lowest compared entry with this formula, charge and spin: 232.5 kJ/mol
* calculated total energy: -345.71641 Eh
* HOMO-LUMO gap: 10.946 eV
* lowest unoccupied orbital energy: 0.8 eV


Record 5
This record from the OMol25 dataset describes a structure of composition C35H36N3O3Re. The level of theory is ωB97M-V/def2-TZVPD.

XYZ file:
```
78
C35H36N3O3Re | the OMol25 dataset | ωB97M-V/def2-TZVPD
Re 0.489 0.142 -0.179
C 1.433 1.520 3.853
C 2.261 0.509 4.326
C 2.414 -0.637 3.566
C 1.768 -0.727 2.344
N 1.020 0.289 1.847
C 0.830 1.373 2.622
C 1.677 -1.936 1.531
C 2.232 -3.171 1.823
C 1.896 -4.260 1.034
C 0.963 -4.104 0.019
C 0.444 -2.845 -0.228
N 0.851 -1.769 0.479
C -0.610 -2.502 -1.174
C -1.322 -3.429 -1.915
C -2.371 -2.996 -2.707
C -2.667 -1.642 -2.723
C -1.918 -0.773 -1.955
N -0.889 -1.175 -1.184
H 1.242 2.410 4.435
H 2.748 0.599 5.288
H 3.006 -1.463 3.934
H 0.160 2.121 2.233
H 2.901 -3.288 2.664
H 2.324 -5.233 1.237
H 0.638 -4.954 -0.563
H -1.073 -4.479 -1.858
H -2.952 -3.700 -3.287
H -3.481 -1.250 -3.317
H -2.143 0.282 -1.967
C 0.394 -0.033 -4.024
O 1.079 -0.261 -2.777
C 2.454 -0.558 -3.027
C 3.023 -1.142 -1.765
O 2.735 -0.292 -0.636
C 3.587 0.863 -0.477
C 2.835 2.083 -0.943
O 1.569 2.094 -0.225
C 1.260 3.458 0.199
H 0.417 -0.944 -4.624
H -0.637 0.227 -3.811
H 0.870 0.781 -4.574
H 2.547 -1.300 -3.825
H 2.986 0.341 -3.353
H 2.555 -2.097 -1.534
H 4.100 -1.297 -1.840
H 3.805 0.940 0.589
H 4.525 0.721 -1.014
H 3.391 2.986 -0.695
H 2.622 2.085 -2.011
H 2.071 3.811 0.835
H 1.165 4.083 -0.687
H 0.323 3.459 0.736
C -3.657 -2.538 3.397
C -2.306 -2.455 3.038
C -1.864 -1.434 2.234
C -2.762 -0.451 1.757
C -4.124 -0.554 2.151
C -4.565 -1.582 2.952
C -2.444 0.657 0.930
C -1.289 1.069 0.229
C -1.482 2.389 -0.428
C -0.930 2.659 -1.689
C -1.098 3.887 -2.306
C -1.805 4.893 -1.659
C -2.348 4.658 -0.400
C -2.202 3.421 0.202
H -3.993 -3.345 4.035
H -1.611 -3.197 3.411
H -0.821 -1.362 1.980
H -4.824 0.197 1.805
H -5.605 -1.644 3.240
H -3.306 1.297 0.769
H -0.375 1.889 -2.212
H -0.686 4.063 -3.291
H -1.940 5.855 -2.136
H -2.892 5.443 0.108
H -2.615 3.267 1.191
```

Values from the calculation:
* multiplicity: 2
* ΔE to the lowest compared entry with this formula, charge and spin: 0.0 kJ/mol
* <S²>: 0.779
* calculated total energy: -1822.62476 Eh
* HOMO-LUMO gap (spin up / spin down): 6.844 / 6.007 eV
* net charge: +3
* lowest unoccupied orbital energy (spin up / spin down): -8.9 / -10.5 eV


Record 6
This record from the OMol25 dataset describes the ion C5H8NO with charge +1 in a non-equilibrium geometry. The level of theory is ωB97M-V/def2-TZVPD.

XYZ file:
```
15
C5H8NO | the OMol25 dataset | ωB97M-V/def2-TZVPD
C 1.993 -0.253 -0.544
N 1.026 -0.705 0.166
C -0.231 -1.307 0.189
C -1.123 -0.187 -0.426
C -0.969 1.196 0.248
O 0.254 1.701 -0.226
C 1.480 0.616 0.450
H 2.771 -0.584 -1.211
H -0.646 -1.755 1.187
H -0.395 -2.250 -0.390
H -0.804 -0.100 -1.519
H -2.199 -0.640 -0.434
H -1.787 1.957 -0.056
H -1.178 1.332 1.262
H 1.809 0.978 1.304
```

Values from the calculation:
* ΔE to the lowest compared entry with this formula, charge and spin: 503.7 kJ/mol
* calculated total energy: -324.84711 Eh
* HOMO-LUMO gap: 8.675 eV
* net charge: +1
* lowest unoccupied orbital energy: -6.1 eV


- Number 2 is which compound?
  C12H25N5O3


- What is the calculated total energy in the third record?
  -5007.15187 Eh


- calculated total energy of number 2 (C12H25N5O3)?
  -971.54766 Eh